P | Molecular formula: C5H8
Method: DFT, ωB97M-V/def2-TZVPD

Output
Kohn-Sham gap	10.35	eV
E_HOMO	-0.343	Ha
lowest unoccupied orbital energy	1.01	eV

The geometry in ORCA input format:
```
! RIJCOSX wB97M-V def2-TZVPD def2/J DEFGRID3
* xyz 0 1
C -0.23377 -0.53909 0.92450
C -1.32436 -0.15714 -0.09980
C -0.30849 1.13741 -1.46022
C 0.85765 0.77373 -0.93154
C 1.11662 -0.15333 0.24668
H -0.28936 -1.61101 1.11653
H -0.35694 -0.00189 1.87294
H -1.28909 -0.84815 -0.93897
H -2.37279 0.05569 0.12594
H -0.94956 0.89194 -0.19493
H 1.70834 1.18214 -1.47469
H 1.62116 -1.05069 -0.13075
H 1.82061 0.32040 0.94433
*
```

=====

Q | Molecular formula: C5H8
Method: DFT, ωB97M-V/def2-TZVPD

Output
Kohn-Sham gap	9.90	eV
E_HOMO	-0.329	Ha
lowest unoccupied orbital energy	0.95	eV

The geometry in ORCA input format:
```
! RIJCOSX wB97M-V def2-TZVPD def2/J DEFGRID3
* xyz 0 1
C -2.11793 0.23411 -0.26701
C -1.20125 0.71165 0.83218
C 0.08146 0.60325 0.60306
C 1.05680 -0.23537 0.38291
C 2.28135 -0.28459 -0.45497
H -3.11164 0.68027 -0.21735
H -2.22341 -0.86057 -0.20683
H -1.67539 0.46539 -1.24083
H 0.76449 -1.20055 0.79574
H -1.56666 0.91956 1.83073
H 3.01962 -0.92386 0.03519
H 1.97217 -0.78913 -1.38012
H 2.72039 0.67984 -0.71268
*
```

=====

R | Molecular formula: C5H8
Method: DFT, ωB97M-V/def2-TZVPD

Output
Kohn-Sham gap	10.10	eV
E_HOMO	-0.326	Ha
lowest unoccupied orbital energy	1.22	eV

The geometry in ORCA input format:
```
! RIJCOSX wB97M-V def2-TZVPD def2/J DEFGRID3
* xyz 0 1
C -0.19744 1.06774 0.09866
C 1.11793 0.37526 0.39127
C 0.69602 -1.06472 0.40680
C -0.39861 -1.29611 -0.33822
C -1.03746 0.02858 -0.70372
H -0.04326 1.98012 -0.46570
H -0.71311 1.34706 1.02691
H 1.89507 0.58123 -0.36245
H 1.58068 0.60369 1.35094
H 1.12526 -1.62900 1.28065
H -0.91169 -2.24918 -0.50861
H -1.01452 0.22738 -1.77592
H -2.09888 0.02794 -0.40062
*
```

=====

S | Molecular formula: C5H8
Method: DFT, ωB97M-V/def2-TZVPD

Output
Kohn-Sham gap	10.20	eV
E_HOMO	-0.327	Ha
lowest unoccupied orbital energy	1.29	eV

The geometry in ORCA input format:
```
! RIJCOSX wB97M-V def2-TZVPD def2/J DEFGRID3
* xyz 0 1
C 1.39012 -0.54157 -0.18425
C 0.67092 0.58248 0.55557
C -0.58904 1.04910 -0.14720
C -1.11541 -0.37286 -0.30009
C 0.21798 -0.83847 0.66616
H 1.27492 -0.66156 -1.26065
H 2.40311 -0.74254 0.17245
H 1.22589 1.19520 1.26500
H -0.47635 1.60251 -1.07570
H -1.21736 1.61086 0.54807
H -2.13344 -0.53693 0.12614
H -1.07892 -0.85899 -1.27874
H -0.57243 -1.48722 0.91324
*
```

=====

It is R that is most stable; the runner-up trails by 133.6 kJ/mol.

=====

P | Molecular formula: CH3ClFP
Method: DFT, ωB97M-V/def2-TZVPD

Output
Kohn-Sham gap	9.66	eV
E_HOMO	-0.350	Ha
lowest unoccupied orbital energy	0.14	eV

The geometry in ORCA input format:
```
! RIJCOSX wB97M-V def2-TZVPD def2/J DEFGRID3
* xyz 0 1
C 1.87526 0.40952 -0.11945
F -0.19281 -0.77216 0.09747
P 0.28644 0.72657 0.20641
Cl -3.42359 0.00467 -0.18675
H 2.18577 -0.46586 -0.65150
H 2.62754 1.14516 0.28546
H -3.35861 -1.04789 0.36836
*
```

=====

Q | Molecular formula: CH3ClFP
Method: DFT, ωB97M-V/def2-TZVPD

Output
Kohn-Sham gap	10.36	eV
E_HOMO	-0.353	Ha
lowest unoccupied orbital energy	0.75	eV

The geometry in ORCA input format:
```
! RIJCOSX wB97M-V def2-TZVPD def2/J DEFGRID3
* xyz 0 1
C 0.77409 -0.25097 -0.19805
F 0.80199 1.00771 -0.68805
P -1.19071 -0.45099 0.50522
Cl -1.88446 0.78733 -0.89375
H 0.97967 -1.13475 -0.84777
H 1.35731 -0.49770 0.66407
H -0.83789 0.53937 1.45834
*
```

=====

It is P that is most stable; the runner-up trails by 15.1 kJ/mol.